{"formula": "C32H34As2BrF4IrOP", "method": "the ωB97M-V functional and the def2-TZVPD basis", "lumo_ev": -10.5, "e_homo_ha": -0.6371, "total_charge": 3, "spin_multiplicity": 1, "total_energy_ha": -9204.80307, "de_lowest_kj_mol": 22.9, "symbols": ["Ir", "Br", "As", "As", "P", "F", "F", "F", "F", "O", "C", "C", "C", "C", "C", "C", "C", "C", "C", "C", "C", "C", "C", "C", "C", "C", "C", "C", "C", "C", "C", "C", "C", "C", "C", "C", "C", "C", "C", "C", "C", "C", "H", "H", "H", "H", "H", "H", "H", "H", "H", "H", "H", "H", "H", "H", "H", "H", "H", "H", "H", "H", "H", "H", "H", "H", "H", "H", "H", "H", "H", "H", "H", "H", "H", "H"], "coordinates": [[-0.667, 0.359, -0.962], [-3.112, -0.204, -1.157], [1.210, -0.887, -1.785], [1.137, 1.882, -0.420], [-0.710, -0.657, 1.126], [-5.659, -1.371, -0.208], [-4.286, -2.943, 3.992], [-6.232, -2.609, 2.136], [-1.805, -2.079, 3.519], [-1.032, 1.409, -2.856], [3.857, 1.344, 0.489], [0.228, 0.477, 3.542], [1.539, -0.506, -3.646], [-4.015, -2.367, 2.847], [-0.639, 0.558, 2.456], [-1.508, 0.730, -4.085], [1.014, -2.796, -1.759], [-4.714, -1.569, 0.692], [-3.007, 2.535, -3.513], [5.061, -0.649, -0.155], [-2.390, -1.317, 1.372], [2.063, -4.214, 1.937], [2.747, 0.870, -0.199], [0.386, -2.047, 1.445], [-0.106, -3.354, 1.357], [-0.764, 2.467, 4.469], [0.732, -4.429, 1.600], [2.794, -0.356, -0.854], [3.951, -1.122, -0.845], [5.012, 0.569, 0.513], [1.493, 3.088, -1.885], [0.955, 3.094, 1.061], [1.728, -1.837, 1.774], [0.166, 1.441, 4.542], [-1.589, 1.585, 2.395], [-3.421, -1.151, 0.465], [-1.651, 2.535, 3.399], [2.559, -2.920, 2.021], [-2.726, -1.919, 2.581], [-5.016, -2.197, 1.899], [-2.598, 1.622, -4.671], [-1.705, 2.719, -2.771], [5.970, -1.236, -0.136], [-0.819, 3.202, 5.261], [-1.863, -0.259, -3.796], [1.766, -3.187, -2.446], [-0.654, 0.626, -4.748], [0.922, -0.345, 3.643], [-3.408, 3.485, -3.859], [0.024, -3.057, -2.131], [-1.060, 3.451, -3.256], [3.999, -2.080, -1.348], [1.169, -3.194, -0.762], [-2.303, 1.631, 1.577], [2.133, -0.837, 1.851], [3.839, 2.296, 1.005], [-1.138, -3.542, 1.093], [-1.814, 2.966, -1.714], [2.710, -5.055, 2.143], [-2.204, 2.209, -5.499], [2.546, -0.873, -3.854], [0.343, -5.437, 1.539], [1.495, 0.559, -3.853], [-0.006, 3.600, 1.011], [-3.432, 1.034, -5.049], [-3.762, 2.070, -2.877], [-2.397, 3.318, 3.361], [1.443, 2.582, -2.844], [5.882, 0.923, 1.051], [2.498, 3.483, -1.731], [1.754, 3.827, 0.932], [0.778, 3.908, -1.854], [0.824, -1.048, -4.261], [3.592, -2.752, 2.295], [1.061, 2.576, 2.010], [0.830, 1.372, 5.393]]}


{"formula": "C6H12S", "method": "the ωB97M-V functional and the def2-TZVPD basis", "lumo_ev": 1.0, "e_homo_ha": -0.3097, "total_charge": 0, "spin_multiplicity": 1, "total_energy_ha": -633.88418, "de_lowest_kj_mol": 263.8, "symbols": ["S", "C", "C", "C", "C", "C", "C", "H", "H", "H", "H", "H", "H", "H", "H", "H", "H", "H", "H"], "coordinates": [[-2.566, -0.500, 0.938], [-1.173, -0.536, -0.065], [1.368, 0.510, 0.150], [-1.300, 0.318, -1.396], [1.826, -0.485, -0.919], [0.279, 0.087, 1.010], [0.101, 0.137, 2.341], [2.178, 0.743, 0.729], [-1.627, -0.300, -2.196], [-2.779, 0.759, 0.734], [-0.940, -1.493, -0.359], [0.954, 0.106, 3.062], [-2.003, 1.045, -1.251], [-0.313, 0.717, -1.588], [1.569, -1.458, -0.779], [1.326, -0.286, -1.861], [1.054, 1.410, -0.300], [-0.810, -0.411, 2.858], [2.855, -0.365, -1.109]]}


{"formula": "C5H10", "method": "the ωB97M-V functional and the def2-TZVPD basis", "lumo_ev": 0.7, "e_homo_ha": -0.2789, "total_charge": 0, "spin_multiplicity": 1, "total_energy_ha": -196.28603, "de_lowest_kj_mol": 583.8, "symbols": ["C", "C", "C", "C", "C", "H", "H", "H", "H", "H", "H", "H", "H", "H", "H"], "coordinates": [[-2.696, -0.688, 0.366], [2.373, 0.934, 0.729], [0.656, -0.150, -1.497], [0.601, -0.418, -0.124], [1.044, 0.438, 0.878], [2.781, 1.366, 1.625], [2.986, 0.954, -0.232], [0.760, 0.887, -2.070], [0.314, -0.846, -2.281], [-2.676, -1.603, 0.977], [1.638, -0.632, -0.820], [-1.838, -0.575, -0.274], [-3.637, -0.588, -0.192], [-2.756, 0.085, 1.216], [0.451, 0.835, 1.700]]}


{"formula": "C4H13N2O2", "method": "the ωB97M-V functional and the def2-TZVPD basis", "lumo_ev": 3.7, "e_homo_ha": -0.1301, "total_charge": -1, "spin_multiplicity": 1, "total_energy_ha": -420.19351, "de_lowest_kj_mol": 66.5, "symbols": ["O", "O", "N", "N", "C", "C", "C", "C", "H", "H", "H", "H", "H", "H", "H", "H", "H", "H", "H", "H", "H"], "coordinates": [[-0.055, 4.276, 2.113], [0.379, 1.878, 1.252], [1.079, 1.046, -1.203], [-0.403, -3.533, -0.321], [-0.311, -2.233, -1.019], [-0.056, 0.297, -0.636], [0.235, -1.102, -0.131], [-0.613, 1.198, 0.648], [-0.102, -1.314, 0.888], [1.305, 1.758, -0.512], [-1.345, -2.002, -1.277], [-0.791, 0.289, -1.457], [0.122, 4.622, 1.227], [-1.115, 0.488, 1.334], [-0.796, -3.432, 0.604], [1.838, 0.379, -1.217], [-1.372, 1.871, 0.177], [0.281, -2.357, -1.920], [-0.011, 3.289, 1.864], [0.409, -4.134, -0.359], [1.326, -1.286, -0.053]]}